1.
{
  "formula": "C22H35Cl6N7O6",
  "method": "ωB97M-V/def2-TZVPD",
  "elements": ["C", "O", "C", "O", "O", "C", "H", "H", "H", "H", "H", "H", "C", "O", "C", "O", "O", "C", "H", "H", "H", "H", "H", "H", "Cl", "C", "Cl", "Cl", "H", "Cl", "C", "Cl", "Cl", "H", "C", "C", "N", "H", "H", "H", "C", "C", "N", "H", "H", "H", "C", "C", "N", "H", "H", "H", "C", "C", "N", "H", "H", "H", "C", "C", "N", "H", "H", "H", "C", "C", "N", "H", "H", "H", "C", "C", "N", "H", "H", "H"],
  "xyz": [[10.52938, 2.11105, -11.32491], [9.81268, 1.90195, -12.53270], [8.44413, 2.25526, -12.66774], [7.80805, 2.07988, -13.70526], [7.91180, 2.68044, -11.51255], [6.55970, 3.14297, -11.50610], [11.60567, 2.01008, -11.46460], [10.23653, 1.36768, -10.58346], [10.58571, 3.10203, -10.87451], [5.87391, 2.30331, -11.61914], [6.46240, 3.88039, -12.30287], [6.21645, 3.57825, -10.56757], [2.21433, 9.42783, -16.67548], [3.59563, 9.57857, -16.48838], [4.27733, 8.71728, -15.73811], [3.79522, 7.79886, -15.00447], [5.60560, 9.08694, -15.77942], [6.53526, 8.34277, -14.94983], [1.90937, 9.74415, -17.67299], [1.52469, 9.85464, -15.94723], [1.93521, 8.37461, -16.64498], [6.23828, 8.48280, -13.91045], [7.57344, 8.63172, -15.11349], [6.53850, 7.27211, -15.15425], [0.27951, 6.61239, -10.47273], [-0.67806, 7.26751, -11.75756], [-2.04539, 8.25502, -11.08659], [-1.28825, 5.98942, -12.79739], [-0.05888, 7.86184, -12.42948], [-1.28379, 4.71417, -21.80667], [-0.53240, 3.92270, -20.35330], [-1.83106, 3.64765, -19.16845], [0.74911, 4.92966, -19.70251], [-0.09818, 2.96812, -20.65051], [-1.17846, 11.71983, -24.19269], [-1.38567, 11.12431, -22.86076], [-1.59420, 10.60760, -21.84160], [-0.15392, 11.83383, -24.54685], [-1.66392, 12.68681, -24.32451], [-1.80611, 11.09445, -24.82755], [7.63830, 4.38682, -19.76704], [8.12079, 3.13367, -20.39465], [8.52835, 2.14792, -20.77443], [6.64076, 4.58156, -20.16085], [8.32760, 5.21306, -19.94110], [7.64147, 4.22512, -18.68911], [9.03273, 12.56931, -18.55551], [9.72582, 12.61866, -17.28433], [10.30828, 12.71594, -16.28964], [8.26425, 11.79700, -18.52288], [9.77488, 12.35255, -19.32383], [8.56723, 13.52374, -18.80134], [6.73824, 12.84461, -11.88058], [5.39735, 12.70972, -12.46959], [4.33179, 12.64711, -12.87428], [7.14260, 13.82508, -12.13209], [7.41939, 12.10010, -12.29271], [6.69905, 12.74266, -10.79606], [3.63163, 13.41659, -20.31267], [4.25448, 12.27234, -20.90993], [4.75007, 11.35130, -21.41402], [4.47541, 14.10002, -20.21731], [3.08807, 13.30422, -19.37457], [2.99955, 13.78018, -21.12284], [12.85279, 2.94424, -17.12251], [12.36471, 4.31120, -17.12308], [11.94534, 5.38177, -17.02732], [12.03619, 2.23019, -17.22927], [13.31601, 2.71175, -16.16362], [13.54763, 2.77641, -17.94539], [-2.18581, 14.03891, -14.89658], [-1.31974, 15.17965, -15.15141], [-0.59034, 16.10847, -15.26548], [-1.93365, 13.65164, -13.90940], [-1.94584, 13.35339, -15.70933], [-3.22267, 14.37108, -14.94857]],
  "atomic_forces_ev_per_a": [[0.66, -0.12, 1.04], [-2.15, 1.15, -0.73], [-0.20, -1.16, -1.07], [2.03, 0.57, 2.32], [1.01, 0.14, 0.65], [-0.72, -0.21, -0.76], [-0.09, -0.78, -0.93], [-0.13, 0.19, 0.09], [-1.29, 0.33, -0.25], [0.12, -0.05, -0.62], [-0.35, -0.19, 0.00], [1.12, 0.14, 0.25], [-1.63, -1.72, -0.36], [0.93, 0.30, 0.05], [-0.28, -2.14, 3.23], [1.80, 3.21, -2.98], [-0.97, -0.72, -0.28], [-0.66, -0.54, 0.33], [0.54, 0.43, 0.08], [0.74, 0.66, 0.35], [0.28, -0.25, 0.02], [0.20, 0.01, 0.00], [-0.41, 0.77, -0.27], [-0.52, -0.01, -0.18], [0.34, -0.08, 0.41], [-0.61, 0.41, -0.43], [0.76, -0.38, -0.45], [-0.30, -0.25, -0.08], [-0.17, 0.29, 0.54], [0.56, -0.48, 0.59], [-0.70, 0.37, -0.48], [0.46, -0.08, -0.14], [-0.05, -0.04, 0.03], [-0.25, 0.24, 0.01], [-1.05, -0.07, -0.10], [0.18, -0.17, 1.19], [0.34, 0.81, -1.50], [-0.08, -0.50, 0.29], [0.08, 0.18, 0.64], [0.54, -0.24, -0.50], [0.33, -0.75, -0.23], [-0.54, 2.28, 1.20], [0.63, -1.72, -0.85], [0.09, 0.28, 0.26], [-0.14, -0.08, -0.33], [-0.35, -0.01, -0.03], [-0.04, -0.14, -0.29], [0.71, 0.50, 1.32], [-0.63, -0.22, -0.95], [0.08, 0.00, -0.16], [-0.18, -0.15, -0.10], [0.04, -0.01, 0.19], [-0.06, 0.04, -0.31], [0.97, 0.14, 0.65], [-0.65, -0.13, -0.36], [-0.06, 0.00, 0.06], [-0.12, -0.04, 0.04], [-0.09, -0.02, -0.10], [0.35, 0.87, -0.74], [0.74, -2.82, -0.41], [-0.61, 1.35, 0.64], [-0.34, 0.50, 0.38], [0.19, -0.34, -0.22], [-0.34, 0.45, 0.38], [0.02, -0.51, -0.06], [-0.52, 0.79, 0.37], [0.33, -0.69, -0.24], [-0.15, 0.19, -0.13], [0.20, 0.16, -0.11], [0.07, 0.05, 0.15], [0.37, 0.43, -0.43], [2.87, 3.95, 0.03], [-2.70, -3.43, 0.22], [-0.17, -0.25, -0.18], [-0.38, -0.46, 0.31], [0.02, -0.24, 0.04]],
  "molar_mass_g_mol": 706.28,
  "orbital_gap_ha": 0.402,
  "homo_energy_ev": -10.79,
  "smiles": "COC(=O)OC.COC(=O)OC.ClC(Cl)Cl.ClC(Cl)Cl.CC#N.CC#N.CC#N.CC#N.CC#N.CC#N.CC#N"
}

=====

2.
{
  "formula": "C6H3F2NS",
  "method": "ωB97M-V/def2-TZVPD",
  "elements": ["C", "C", "C", "C", "C", "C", "N", "F", "F", "S", "H", "H", "H"],
  "xyz": [[-2.30770, -0.80530, -0.84771], [2.08183, -0.10497, 0.09536], [0.80264, -0.61749, 0.41898], [2.03246, 1.17264, -0.36182], [-0.14065, 0.32751, 0.21521], [-2.02983, -0.12163, 0.38596], [-2.47925, -1.32749, -1.84912], [-2.13543, -0.86058, 1.49407], [-2.70208, 1.02348, 0.55335], [0.42906, 1.80718, -0.40786], [2.98745, -0.67570, 0.19583], [0.61048, -1.60885, 0.78283], [2.85102, 1.79118, -0.67509]],
  "atomic_forces_ev_per_a": [[-0.53, -0.17, 0.07], [0.15, 0.08, -0.07], [-0.09, 0.26, 0.04], [-0.06, 0.21, -0.09], [-4.55, -1.21, 0.35], [5.04, 2.09, 0.72], [-0.06, -0.25, -0.46], [-0.22, -0.12, -0.49], [-0.15, -0.37, -0.25], [0.18, -0.43, 0.15], [0.21, -0.01, -0.01], [-0.09, -0.21, 0.06], [0.16, 0.12, -0.03]],
  "molar_mass_g_mol": 159.16,
  "orbital_gap_ha": 0.366,
  "homo_energy_ev": -9.53
}

=====

3.
{
  "formula": "C6H25N2O4",
  "method": "ωB97M-V/def2-TZVPD",
  "elements": ["N", "C", "C", "C", "N", "C", "C", "C", "H", "H", "H", "H", "H", "H", "H", "H", "H", "H", "H", "H", "H", "H", "H", "H", "H", "H", "H", "O", "H", "H", "O", "H", "H", "O", "H", "H", "O"],
  "xyz": [[0.18843, -0.34984, -1.60355], [1.52461, -0.65591, -0.98557], [2.42047, -1.52565, -1.92422], [1.24055, -1.54708, 0.23060], [0.13544, -0.91489, 1.03090], [-0.63001, 0.55266, 2.75899], [0.51941, -0.41182, 2.38680], [0.61770, -1.57259, 3.38831], [-0.34593, -1.23410, -1.53966], [-0.20014, 0.27675, -0.88195], [0.22391, 0.02095, -2.54850], [1.99024, 0.21777, -0.51703], [2.70555, -2.52184, -1.61275], [1.65620, -1.72045, -2.68708], [3.27212, -0.94526, -2.24358], [2.04365, -1.62026, 0.95872], [0.97778, -2.58139, 0.03894], [-0.68316, -1.48306, 1.22939], [-0.99542, 0.35773, 3.77835], [-1.49921, 0.43459, 2.09033], [-0.58957, 1.62039, 2.56802], [1.44146, 0.20687, 2.24140], [0.62343, -1.05050, 4.34138], [-0.34178, -2.16598, 3.38483], [1.35711, -2.28304, 3.03008], [-0.73498, 2.45439, -2.16509], [-1.48402, 2.09060, -3.50206], [-0.86241, 1.76557, -2.84698], [-0.69848, 4.53009, -2.25648], [-0.66903, 5.10560, -0.76329], [-0.80498, 4.32701, -1.31932], [-1.25637, 3.18543, 0.62821], [-2.51719, 2.46497, 0.16267], [-1.56231, 2.40266, 0.15135], [-2.96338, -2.00248, -1.34132], [-2.01048, -3.05283, -2.16687], [-2.08922, -2.37507, -1.49396]],
  "atomic_forces_ev_per_a": [[1.20, -0.71, 1.66], [1.46, -2.61, 1.42], [-1.70, 1.35, -0.45], [-2.07, 0.57, 2.24], [0.65, 0.32, -0.12], [-1.40, -0.29, 0.22], [-0.92, 0.94, -1.41], [-1.57, 0.64, -0.96], [-0.41, 0.49, -0.36], [-0.72, 0.09, -0.56], [-0.27, 0.49, 0.10], [-0.22, 0.27, -0.95], [0.14, 0.14, 0.82], [0.99, -0.11, -0.87], [0.13, -0.16, -0.62], [0.83, 0.17, -0.63], [-0.10, -0.17, -0.76], [0.25, -0.37, -0.65], [0.20, 0.35, -0.22], [0.16, -0.93, 0.24], [1.27, 0.24, 0.44], [-0.37, -0.86, 0.45], [1.01, -0.88, 0.52], [0.63, 0.77, -0.14], [0.62, 0.11, 0.94], [-0.43, -0.26, -0.21], [-0.03, 0.19, 0.08], [0.32, 0.12, 0.16], [0.12, 0.78, 0.37], [0.10, 0.10, -0.72], [0.09, -0.09, -0.25], [-0.10, -0.25, -0.25], [-0.28, 0.04, -0.01], [0.21, -0.51, 0.52], [-0.08, -0.59, -0.59], [-0.93, -0.01, -0.09], [1.22, 0.61, 0.65]],
  "molar_mass_g_mol": 189.28,
  "orbital_gap_ha": 0.350,
  "homo_energy_ev": -11.99,
  "charge": 1,
  "relative_energy_kj_mol": 239.3
}

=====

4.
{
  "formula": "C4H6Br2S",
  "method": "ωB97M-V/def2-TZVPD",
  "elements": ["C", "C", "C", "C", "S", "Br", "Br", "H", "H", "H", "H", "H", "H"],
  "xyz": [[-1.53429, 1.30333, -0.17857], [-0.98327, 0.11234, -0.25124], [0.85797, -1.38091, -1.45292], [0.46817, 0.27156, 1.64104], [-0.94017, -1.30895, -1.07744], [-0.44259, 1.03278, 3.15405], [2.09415, 1.18141, 1.24307], [-2.01650, 1.73631, -0.99581], [-1.45528, 1.92751, 0.67781], [1.14030, -0.36870, -1.18718], [0.81274, -1.64034, -2.50893], [1.14230, -2.19415, -0.87361], [0.85646, -0.67219, 1.80974]],
  "atomic_forces_ev_per_a": [[0.73, -1.12, 0.01], [1.41, 1.93, 3.24], [-2.51, 0.90, -1.06], [-1.74, 0.96, -1.95], [-0.44, -0.58, -0.40], [0.11, -0.28, -0.40], [0.17, 0.66, -0.39], [-1.12, 0.36, -1.36], [0.28, 0.31, 0.70], [0.98, -0.35, -0.21], [0.79, 0.30, -0.02], [1.44, -1.03, 1.05], [-0.11, -2.06, 0.78]],
  "molar_mass_g_mol": 245.97,
  "orbital_gap_ha": [0.285, 0.285],
  "homo_energy_ev": [-7.92, -7.92],
  "relative_energy_kj_mol": 443.4
}

=====

5.
{
  "formula": "C3H10N2O4P2",
  "method": "ωB97M-V/def2-TZVPD",
  "elements": ["C", "C", "C", "N", "N", "O", "O", "O", "O", "P", "P", "H", "H", "H", "H", "H", "H", "H", "H", "H", "H"],
  "xyz": [[-0.35782, -0.94580, -0.30112], [-2.11279, 0.31036, 0.76924], [-0.61206, 0.09043, 0.70941], [2.72744, 0.22427, -1.68644], [2.49276, 1.34095, 0.67011], [-0.25344, 2.87586, 0.80319], [4.69896, 0.00280, 0.14672], [-0.11922, 1.65469, -1.46465], [2.50578, -1.26510, 0.47770], [0.16386, 1.64664, -0.02935], [3.20577, -0.03319, -0.03816], [-0.78650, -0.63913, -1.32088], [0.70784, -1.37680, -0.31970], [-1.10881, -1.90460, -0.00369], [-2.49946, -0.31717, 1.45911], [-2.43233, 0.01751, -0.17182], [-2.53692, 1.38957, 0.87520], [-0.28319, -0.20738, 1.64567], [1.72820, 0.36722, -1.60365], [3.27177, 1.00087, -2.00377], [2.27638, 1.16429, 1.65402]],
  "atomic_forces_ev_per_a": [[-1.36, -4.54, -1.35], [0.50, 4.18, -0.99], [-0.12, 2.29, -1.89], [0.82, -1.52, 1.09], [-2.60, 0.72, -1.00], [0.92, -1.90, -1.04], [0.01, 0.30, -0.60], [0.46, -0.27, -1.71], [-0.07, -0.51, -0.20], [0.83, 2.02, 4.97], [-0.21, -0.13, 0.81], [1.00, -0.35, 1.37], [-1.47, 0.91, -0.03], [1.81, 1.89, -0.66], [-1.58, -1.96, 2.42], [-1.16, -0.61, -1.86], [1.14, -1.68, 0.32], [1.27, -0.13, 1.75], [0.10, 0.62, -0.82], [-0.37, 0.73, -0.37], [0.08, -0.04, -0.21]],
  "molar_mass_g_mol": 200.07,
  "orbital_gap_ha": 0.244,
  "homo_energy_ev": -0.49,
  "charge": -2,
  "relative_energy_kj_mol": 172.0
}

=====

6.
{
  "formula": "C7H7ClS",
  "method": "ωB97M-V/def2-TZVPD",
  "elements": ["C", "C", "C", "Cl", "C", "C", "C", "C", "S", "H", "H", "H", "H", "H", "H", "H"],
  "xyz": [[0.43665, -2.48027, -1.24529], [0.50468, -1.36986, -0.20978], [-0.29590, 0.00777, -0.58841], [-1.37778, -0.07368, -1.92011], [-0.29998, 1.10121, 0.30025], [-0.85926, 2.37632, 0.18455], [-0.41241, 3.27104, 1.16766], [0.49804, 2.73453, 1.96866], [0.84047, 1.06441, 1.60579], [0.45472, -2.01098, -2.33262], [1.17827, -3.15665, -1.08971], [-0.44820, -2.93277, -1.12523], [1.44757, -1.40334, 0.28570], [-1.57002, 2.82055, -0.54171], [-0.67535, 4.25405, 1.25816], [0.98935, 3.33586, 2.71730]],
  "atomic_forces_ev_per_a": [[0.41, 5.01, -1.88], [-2.94, 4.52, -3.91], [2.98, -6.41, 1.83], [0.06, 0.17, 0.28], [0.04, 1.81, -0.32], [-0.91, -0.02, -0.75], [0.23, -1.85, -0.74], [1.38, -0.69, 1.17], [-0.30, 1.11, 0.45], [0.14, -1.15, 2.07], [2.31, -1.88, 0.19], [-3.49, -1.97, 0.02], [0.20, 0.84, 1.10], [0.49, -1.26, 0.13], [-0.87, 2.33, 0.03], [0.28, -0.56, 0.32]],
  "molar_mass_g_mol": 158.65,
  "orbital_gap_ha": [0.268, 0.277],
  "homo_energy_ev": [-7.47, -7.98],
  "relative_energy_kj_mol": 206.7,
  "smiles": "C/C=C(\\Cl)c1cccs1"
}